C49H61IN7SbSeV as an isolated structure, computed with the ωB97M-V functional and the def2-TZVPD basis.

Its energy above the lowest of the compared OMol25 structures with the same formula, charge and spin is 15.2 kcal per mole. For the max |F|, the calculation gives 0.30 eV Å⁻¹. The multiplicity is 4. The expectation value of S² is 3.763. As for the orbital gap (spin up / spin down): 5.4 / 5.4 eV.

Positions of all 121 atoms, in Å:
V -0.621 0.719 0.436
C 5.052 4.461 -1.098
C 4.020 3.718 -0.293
C 4.217 2.403 0.131
C 3.236 1.723 0.829
C 1.984 2.289 1.144
N 0.975 1.548 1.773
C 1.337 1.061 3.016
C 2.385 1.660 3.758
C 2.856 1.175 4.958
C 2.320 0.025 5.527
C 2.846 -0.549 6.815
C 1.258 -0.550 4.856
C 0.727 -0.038 3.669
N -0.456 -0.698 3.211
C -1.325 -1.367 4.004
C -2.216 -2.028 3.195
C -1.833 -1.685 1.897
N -0.778 -0.876 1.911
C 1.858 3.643 0.817
C 2.837 4.324 0.096
N 0.788 4.424 1.352
C 0.902 5.207 2.451
C -0.306 5.836 2.621
C -1.096 5.361 1.561
N -0.426 4.512 0.795
H 6.001 3.924 -1.115
H 5.235 5.454 -0.685
H 4.725 4.594 -2.131
H 5.173 1.922 -0.061
H 3.450 0.733 1.218
H 2.838 2.559 3.362
H 3.665 1.700 5.457
H 3.936 -0.558 6.830
H 2.500 -1.572 6.961
H 2.512 0.039 7.674
H 0.823 -1.458 5.257
H -1.249 -1.314 5.075
H -3.039 -2.652 3.496
H -2.278 -1.951 0.953
H 2.655 5.367 -0.137
H 1.818 5.233 3.018
H -0.580 6.524 3.401
H -2.123 5.596 1.328
I -2.623 1.955 2.039
C -4.165 1.134 0.873
C -5.447 1.442 1.227
C -6.518 0.937 0.466
C -6.260 0.140 -0.611
C -4.932 -0.190 -0.978
C -4.697 -1.047 -2.079
C -3.418 -1.376 -2.416
C -2.337 -0.838 -1.685
C -2.459 0.009 -0.598
C -3.820 0.318 -0.238
H -5.645 2.070 2.086
H -7.535 1.182 0.745
H -7.072 -0.263 -1.205
H -5.546 -1.441 -2.626
H -3.216 -2.055 -3.236
H -1.359 -1.156 -2.029
N 3.613 -0.908 -1.372
C 2.894 -1.924 -0.518
C 1.711 -1.264 0.161
N 0.825 -0.548 -0.771
C 1.514 0.264 -1.783
C 2.678 -0.446 -2.452
H 4.450 -1.324 -1.777
H 3.893 -0.091 -0.815
H 3.592 -2.349 0.200
H 2.524 -2.682 -1.218
H 2.022 -0.601 0.967
H 1.124 -2.071 0.596
H 0.311 -1.281 -1.269
H 1.869 1.193 -1.336
H 0.792 0.532 -2.551
H 3.219 0.224 -3.119
H 2.358 -1.341 -2.989
C 0.195 -9.650 0.329
C 0.205 -8.225 -0.160
C -0.780 -7.323 0.216
C -0.790 -6.004 -0.233
C -1.883 -5.084 0.231
C 0.224 -5.559 -1.094
Se 0.221 -3.758 -1.729
C 1.227 -6.463 -1.488
C 2.335 -6.048 -2.415
C 1.200 -7.770 -1.015
H -0.633 -9.822 1.017
H 1.122 -9.898 0.852
H 0.092 -10.353 -0.500
H -1.573 -7.653 0.880
H -2.637 -5.632 0.797
H -2.357 -4.580 -0.614
H -1.471 -4.296 0.867
H 1.930 -5.604 -3.326
H 2.965 -6.900 -2.675
H 2.961 -5.280 -1.951
H 1.981 -8.457 -1.331
C -0.142 4.738 -3.898
C 0.134 4.305 -2.461
Sb -1.131 2.737 -1.644
C -2.930 3.820 -1.201
C -3.204 5.036 -2.078
C -1.917 2.015 -3.530
C -1.013 1.123 -4.376
H 0.543 5.533 -4.207
H -1.156 5.118 -4.020
H -0.020 3.912 -4.600
H 0.038 5.146 -1.771
H 1.162 3.948 -2.361
H -2.872 4.101 -0.152
H -3.732 3.083 -1.288
H -2.413 5.783 -1.984
H -4.144 5.515 -1.796
H -3.284 4.766 -3.133
H -2.215 2.899 -4.098
H -2.831 1.479 -3.267
H -0.022 1.562 -4.532
H -1.445 0.951 -5.365
H -0.885 0.142 -3.915